27
Properties=species:S:1:pos:R:3:forces:R:3 method="wB97M-V/def2-TZVPD" homo_lumo_gap_ev="7.093 / 7.094" multiplicity=1
C 2.8285 -1.3847 0.9656 1.17 0.50 0.49
C 1.7018 -1.5648 0.2014 0.59 0.59 -0.09
C 3.5317 -0.1905 0.7660 -1.09 1.15 0.25
C 1.2407 -0.7225 -0.7288 1.52 1.26 -0.33
C -0.6514 0.8378 0.3860 -0.47 1.34 -0.52
C -1.3001 -0.2760 -1.8162 1.13 -0.82 -2.68
C -1.9075 0.3010 0.2905 0.50 1.99 2.35
C -2.3320 -0.2754 -0.9933 1.44 0.95 0.88
C -2.8233 0.1427 1.4925 -1.22 0.20 -2.50
C -3.6441 -0.9302 -1.1962 0.23 1.84 -0.68
C 3.3689 2.0125 -0.2624 -1.33 0.75 -3.50
N 3.0204 0.6598 -0.0660 -1.19 -1.76 -1.05
P 0.2073 0.6135 -1.2137 -1.01 -0.37 0.55
H 3.1366 -2.0023 1.7778 0.04 -0.85 -0.02
H 1.3460 -2.5460 0.2384 -1.35 -1.39 0.06
H 4.3407 0.0792 1.4402 0.30 0.05 -0.10
H -0.1766 1.5954 1.1214 -1.20 -1.93 -0.78
H -1.3897 -0.7359 -2.8316 0.34 0.52 0.88
H -2.5383 -0.8435 1.7610 -0.66 -1.17 0.91
H -3.8892 0.2684 1.1754 0.72 -0.79 0.23
H -2.7756 0.7924 2.3094 1.01 1.13 1.14
H -4.4517 -0.2572 -0.8122 0.44 -1.09 -0.25
H -3.4104 -1.7911 -0.6182 -1.26 -1.36 0.40
H -3.7458 -1.0981 -2.2795 -0.30 -0.36 0.59
H 2.5623 2.6815 0.0244 -0.36 -0.01 0.15
H 4.1919 2.3166 0.2668 2.35 0.61 1.45
H 3.5589 2.3175 -1.3986 -0.33 -1.00 2.15

24
Properties=species:S:1:pos:R:3:forces:R:3 method="wB97M-V/def2-TZVPD" homo_lumo_gap_ev="6.307 / 6.097" total_charge=+1 multiplicity=1
C -2.7681 2.6056 -0.4482 -0.34 0.75 -0.92
C 0.5357 0.1701 -0.3979 -1.45 0.42 -1.00
C -1.9574 0.5968 0.5014 2.79 -2.38 1.39
C 1.7552 0.7534 -0.4369 1.33 1.61 0.75
C 2.8457 0.3521 0.2731 -0.22 -1.04 -2.28
C 0.2721 -1.2175 -0.4490 0.60 -1.28 3.47
C -0.9072 -1.3720 0.6860 0.85 -3.69 -0.77
C 3.9787 1.1875 0.6105 -0.37 -1.46 3.28
C -3.0504 -1.3369 -0.5588 -1.19 0.62 -1.18
N -2.4768 1.5193 -0.2101 -1.90 2.75 -0.75
N -2.0534 -0.6587 0.2277 0.46 -0.14 0.94
H -2.9186 3.6403 -0.6444 -0.17 0.20 -0.07
H 1.7421 1.8168 -0.6434 0.21 0.31 -0.27
H 3.0030 -0.6856 0.5710 -0.69 0.14 0.31
H -0.1090 -1.5257 -1.3959 -0.14 -0.28 -0.81
H 1.1651 -1.8876 -0.0866 -1.57 0.76 -0.87
H -1.2095 -2.5115 0.5828 0.85 2.11 1.21
H -0.4538 -0.9875 1.6594 -1.15 -0.81 -1.23
H 4.2805 2.0281 0.0561 -0.25 1.09 -0.83
H 4.8003 0.4586 0.7050 0.11 0.81 0.44
H 3.5616 1.4721 1.6729 1.62 0.00 -1.34
H -3.8585 -0.5941 -0.7251 0.29 -0.65 0.08
H -2.7198 -1.6503 -1.5732 0.13 -0.01 0.77
H -3.4574 -2.1734 0.0235 0.20 0.17 -0.31

9
Properties=species:S:1:pos:R:3:forces:R:3 method="wB97M-V/def2-TZVPD" homo_lumo_gap_ev="9.891 / 7.676" multiplicity=1
C 1.5336 -1.2949 0.0223 -0.85 0.55 0.41
C 0.6439 -0.3584 -0.1137 -0.67 0.38 -0.33
C -1.7071 1.2868 0.1073 -1.09 -2.81 4.65
F -1.4216 1.6860 -1.0419 0.99 1.21 -4.11
Br 1.5295 -2.6339 1.3867 0.17 0.42 -0.46
H 2.3052 -1.2258 -0.7072 1.04 -0.82 -0.26
H 0.4367 0.3795 -0.9013 0.41 -0.41 0.54
H -1.5410 1.9684 0.9175 0.08 0.38 0.21
H -1.7791 0.1922 0.3303 -0.09 1.10 -0.64

100
Properties=species:S:1:pos:R:3:forces:R:3 method="wB97M-V/def2-TZVPD" homo_lumo_gap_ev=9.919 multiplicity=1
C -3.0292 -0.5193 -4.6857 0.14 -0.05 -0.05
C -4.1715 -1.4297 -5.1482 -0.04 -0.08 0.01
C -5.0748 -1.9413 -4.0221 0.12 0.08 0.02
C -4.4216 -3.0088 -3.1370 0.05 -0.06 -0.02
C -3.5327 -2.4812 -1.9945 0.04 0.06 0.02
C -3.8164 -3.1736 -0.6618 -0.05 0.01 -0.06
C -2.8315 -2.8204 0.4494 -0.02 0.01 0.04
C -1.4106 -3.3394 0.1985 -0.01 -0.03 -0.02
C -0.3130 -2.4326 0.7216 0.02 0.05 0.35
C 1.0759 -3.0146 0.4881 -0.01 -0.04 0.00
C 2.2760 -2.0580 0.5336 -0.14 0.06 0.19
C 3.5649 -2.8476 0.2824 0.18 0.01 -0.03
C 4.0487 -3.5966 1.5221 -0.16 -0.16 0.09
C 4.9576 -2.7504 2.4192 0.10 0.13 0.02
O 4.7062 -4.7793 1.0552 0.30 -0.17 0.42
C 2.1441 -0.9174 -0.4766 0.11 -0.26 -0.08
O 1.4951 0.2593 0.0378 0.07 0.21 -0.04
S 0.0435 0.1950 0.7339 -0.07 0.17 0.28
O 0.2471 -0.0681 2.1518 0.02 0.04 -0.17
O -0.4860 -1.1490 0.0538 -0.15 -0.26 -0.30
H -3.2969 0.0460 -3.7944 -0.08 0.07 0.03
H -2.7677 0.2116 -5.4528 0.05 -0.08 -0.02
H -2.1244 -1.0878 -4.4529 -0.08 0.03 0.05
H -4.7830 -0.9067 -5.8880 -0.02 0.05 0.08
H -3.7566 -2.3031 -5.6653 -0.04 0.10 -0.07
H -5.3759 -1.0925 -3.3950 -0.07 -0.05 -0.05
H -5.9921 -2.3458 -4.4610 0.07 -0.03 0.00
H -3.8272 -3.6673 -3.7812 -0.09 -0.05 0.06
H -5.2048 -3.6416 -2.7080 0.00 0.07 0.04
H -2.4737 -2.5943 -2.2469 -0.08 0.05 -0.08
H -3.6916 -1.4042 -1.8704 0.00 -0.04 0.04
H -3.8338 -4.2614 -0.8004 0.03 0.02 -0.04
H -4.8260 -2.9036 -0.3360 0.06 -0.08 -0.01
H -3.2092 -3.2466 1.3817 0.01 0.10 0.03
H -2.8109 -1.7330 0.5764 0.00 -0.05 -0.04
H -1.2346 -3.5086 -0.8694 0.00 0.05 0.07
H -1.2778 -4.3082 0.6904 0.01 -0.01 -0.08
H -0.4630 -2.2485 1.7894 0.03 0.02 -0.06
H 1.2070 -3.7854 1.2537 0.02 -0.06 -0.10
H 1.0889 -3.5317 -0.4790 0.00 0.08 -0.01
H 2.3386 -1.6037 1.5313 0.00 0.02 -0.09
H 3.4142 -3.5779 -0.5164 -0.04 0.01 0.00
H 4.3533 -2.1657 -0.0539 0.00 -0.11 0.00
H 3.1739 -3.9016 2.1154 0.04 0.01 -0.12
H 5.9912 -3.0939 2.3263 -0.05 0.06 -0.05
H 4.9407 -1.6975 2.1273 -0.04 -0.05 0.04
H 4.6760 -2.8043 3.4719 0.01 -0.06 -0.03
H 5.1571 -5.2091 1.8034 -0.30 0.28 -0.41
H 1.6091 -1.2535 -1.3701 0.02 0.06 0.04
H 3.1222 -0.5575 -0.7846 0.01 -0.06 -0.01
C 4.8788 1.4509 -1.3296 -0.05 0.01 0.05
C 6.1203 2.2279 -0.9614 0.12 -0.05 -0.06
O 6.9896 2.3438 -2.0928 -0.07 0.03 -0.06
O 5.1928 0.1585 -1.8203 0.10 0.01 -0.01
H 4.2483 1.3164 -0.4481 -0.02 0.06 0.00
H 4.2979 2.0140 -2.0731 -0.01 -0.01 -0.01
H 6.6932 1.6759 -0.2154 -0.02 0.02 0.02
H 5.8686 3.2130 -0.5658 -0.04 -0.02 0.05
H 6.5909 2.9663 -2.7124 0.05 -0.04 0.06
H 5.9740 0.2568 -2.3820 -0.09 -0.01 0.03
C -3.1336 3.6167 -1.3848 0.01 0.03 -0.01
C -3.6414 3.3101 0.0074 -0.14 -0.12 -0.02
O -2.8269 2.3204 0.6202 0.11 0.13 0.02
O -3.0637 2.4405 -2.1663 0.04 -0.14 0.04
H -3.8064 4.3101 -1.8927 0.01 0.00 0.00
H -2.1451 4.0913 -1.3134 0.00 0.02 -0.01
H -4.6423 2.8792 -0.0544 -0.01 0.05 0.00
H -3.6893 4.2255 0.6065 0.02 0.00 0.03
H -1.9800 2.7494 0.8239 0.01 -0.07 0.00
H -2.7086 1.7537 -1.5822 -0.03 0.08 -0.07
C 0.2997 4.4041 3.6758 0.01 0.07 -0.06
C -0.2002 3.3426 2.7267 -0.04 -0.14 0.05
O -0.5493 3.9085 1.4538 0.05 0.09 -0.02
O -0.6611 5.4220 3.8810 -0.06 0.01 -0.08
H 0.5088 3.9536 4.6467 0.01 0.00 0.00
H 1.2387 4.8290 3.2928 0.00 0.01 0.01
H -1.1243 2.9074 3.1083 0.03 -0.03 0.00
H 0.5334 2.5420 2.6067 -0.01 0.01 0.05
H 0.2597 4.1418 0.9830 -0.07 -0.06 0.01
H -1.0590 5.6161 3.0222 0.06 -0.01 0.07
C -6.6844 -3.7841 2.5082 0.01 0.03 -0.01
C -7.6112 -4.7932 3.1491 -0.02 -0.05 -0.05
O -6.8773 -5.7087 3.9593 0.04 0.05 0.08
O -5.6858 -4.4226 1.7360 0.01 -0.11 0.08
H -7.2458 -3.1306 1.8384 0.00 0.01 0.01
H -6.2301 -3.1557 3.2874 0.01 0.00 -0.01
H -8.0821 -5.4031 2.3777 -0.01 0.02 0.00
H -8.3951 -4.2877 3.7210 0.01 0.00 0.02
H -6.5703 -5.2458 4.7477 -0.03 -0.04 -0.06
H -5.4068 -5.2023 2.2353 -0.02 0.07 -0.03
C 6.0438 6.7872 0.1656 -0.01 0.00 0.00
C 7.2582 7.5298 0.6778 0.03 -0.04 0.04
O 8.2528 7.6260 -0.3377 -0.04 0.05 -0.08
O 6.3968 5.4986 -0.3044 0.07 0.04 -0.07
H 5.3173 6.6538 0.9686 0.00 0.01 0.00
H 5.5637 7.3713 -0.6316 -0.01 -0.01 0.00
H 7.7225 6.9621 1.4845 -0.02 0.02 0.01
H 6.9749 8.5140 1.0626 0.00 0.01 -0.02
H 7.9593 8.2598 -1.0026 0.03 -0.04 0.07
H 7.2416 5.5943 -0.7663 -0.05 -0.02 0.03

88
Properties=species:S:1:pos:R:3:forces:R:3 method="wB97M-V/def2-TZVPD" homo_lumo_gap_ev=4.723 total_charge=+2 multiplicity=1
C 4.7239 -6.0555 0.6023 0.27 0.02 -0.04
C 4.8002 -5.5817 -0.7339 -0.27 0.58 -0.35
C 6.0083 -5.7526 -1.4434 0.27 -0.05 0.34
C 7.0488 -6.4642 -0.8207 -0.90 0.47 -0.23
N 6.9282 -6.9615 0.4059 0.52 -0.38 0.22
C 5.8197 -6.7708 1.1134 -0.68 0.52 -0.59
C 3.6861 -4.8482 -1.3105 -1.36 -1.65 -0.35
C 2.6711 -4.1969 -1.6509 -2.64 -2.44 -0.89
C 1.4407 -3.4694 -1.7856 3.44 -1.35 -0.12
C 0.3351 -3.7585 -0.9569 -1.64 0.02 1.63
C -0.7815 -2.9854 -0.9303 0.63 -0.10 -0.06
C -0.8007 -1.6672 -1.6278 -0.66 -0.87 -2.99
C 0.2744 -1.5052 -2.6301 0.21 -1.21 -0.46
C 1.2619 -2.4468 -2.7564 -0.39 1.67 -1.30
Sr 4.0241 -2.7082 -0.5977 1.45 2.47 3.28
P -2.4506 -1.2142 -2.3560 1.99 -0.67 0.66
H 6.1327 -5.3264 -2.4425 -0.09 -0.37 0.26
H 3.8389 -5.8686 1.2221 0.26 -0.28 -0.37
H 7.9821 -6.6443 -1.3604 -0.23 0.04 0.30
H 5.7645 -7.2109 2.1145 0.16 0.19 -0.35
H 1.9096 -2.4676 -3.6439 -0.10 0.48 0.59
H 0.4136 -4.6251 -0.3043 -0.21 0.02 -0.12
H 0.2515 -0.5901 -3.2329 -0.01 -0.60 -0.23
H -1.6100 -3.1966 -0.2497 0.34 -0.19 -0.23
C -2.4738 0.5632 -2.6616 -0.08 0.28 -0.05
C -3.4068 0.9935 -3.7966 -0.17 0.22 -0.27
H -1.4415 0.8780 -2.8787 -0.24 -0.16 0.08
H -2.7574 1.0568 -1.7184 0.13 -0.19 -0.22
H -3.3112 2.0771 -3.9412 -0.07 -0.28 0.00
H -3.1462 0.5093 -4.7479 -0.08 0.14 0.27
H -4.4619 0.7809 -3.5771 0.34 0.04 -0.09
C -2.5049 -2.1613 -3.8778 -0.64 0.33 -0.48
C -2.3297 -3.6680 -3.6850 0.03 -0.32 -0.06
H -1.7160 -1.7615 -4.5337 -0.22 -0.01 0.20
H -3.4706 -1.9160 -4.3427 0.20 -0.22 -0.17
H -2.5250 -4.1672 -4.6424 -0.05 0.09 0.28
H -1.3095 -3.9358 -3.3809 -0.31 0.22 -0.05
H -3.0227 -4.0716 -2.9337 0.14 0.06 -0.25
C -3.7719 -1.6763 -1.2228 -0.06 -0.17 0.14
C -5.1590 -1.4639 -1.8332 -0.38 -0.02 0.03
H -3.6582 -1.0896 -0.2966 0.09 -0.15 -0.29
H -3.6195 -2.7321 -0.9503 -0.07 0.30 -0.14
H -5.9139 -1.8562 -1.1416 0.13 0.10 -0.21
H -5.3783 -0.3995 -1.9896 0.06 -0.31 0.04
H -5.2780 -1.9930 -2.7896 0.03 0.16 0.28
Br -0.4229 -0.4074 -0.1172 -0.73 0.11 1.02
P 4.3457 -0.6454 -2.3353 1.38 3.26 -1.89
C 3.2833 -0.0471 -3.7125 -0.21 0.52 -0.52
C 3.8714 1.1862 -4.4125 -0.14 0.00 -0.27
H 2.2798 0.1765 -3.3225 0.36 -0.05 -0.05
H 3.1451 -0.8545 -4.4429 0.02 0.23 0.22
H 3.2202 1.4850 -5.2467 0.21 -0.03 0.21
H 3.9563 2.0377 -3.7260 0.06 -0.23 -0.22
H 4.8652 0.9607 -4.8208 -0.23 0.16 0.12
C 3.1701 0.0439 -0.9516 -0.33 -1.61 0.35
C 3.1959 1.5746 -1.0458 0.29 0.13 -0.31
H 3.5704 -0.2570 0.0382 -0.21 0.22 -0.19
H 2.1495 -0.3399 -1.0830 0.20 0.05 0.26
H 3.0458 2.0257 -0.0571 0.02 -0.25 -0.17
H 4.1633 1.9351 -1.4244 -0.22 -0.06 0.15
H 2.4044 1.9560 -1.7029 0.24 -0.21 0.10
C 4.8042 -2.3257 -3.1482 -0.85 -0.66 0.83
C 5.4854 -2.0514 -4.5018 0.00 0.39 0.21
H 3.9108 -2.9586 -3.2246 0.54 -0.11 -0.50
H 5.5349 -2.8321 -2.4795 -0.06 0.08 -0.50
H 5.9731 -2.9652 -4.8635 -0.17 0.15 0.21
H 4.7785 -1.7237 -5.2752 0.20 -0.14 0.32
H 6.2583 -1.2775 -4.3908 -0.17 -0.20 -0.04
C 1.2349 0.5992 2.4675 0.43 0.25 1.72
P -0.3808 -0.1213 2.1749 0.13 1.44 -0.24
C -0.5624 -1.8126 2.7574 0.18 -0.06 0.70
C -1.7547 0.9039 2.6607 -0.48 0.35 1.42
C -2.8450 1.1335 1.7954 0.33 -0.02 0.29
C -3.9549 1.8476 2.2459 0.09 -0.01 0.13
C -3.9987 2.3344 3.5575 0.26 -0.18 -0.10
C -2.9187 2.1136 4.4225 -0.01 0.04 -0.06
C -1.8011 1.4015 3.9863 -0.40 0.01 -0.57
H 2.0344 -0.0190 2.0289 -0.41 0.05 0.14
H 1.3838 0.6670 3.5591 0.55 0.18 -0.37
H 1.3007 1.6096 2.0314 -0.28 -0.44 0.16
H -0.4556 -1.8324 3.8523 -0.06 -0.20 -0.28
H -1.5590 -2.1963 2.4952 0.28 0.25 0.00
H 0.1981 -2.4644 2.3041 -0.18 0.23 0.03
H -2.8165 0.7545 0.7717 0.01 0.14 0.34
H -4.7928 2.0186 1.5674 0.24 -0.02 0.24
H -4.8786 2.8788 3.9050 0.31 -0.16 -0.09
H -2.9502 2.4914 5.4459 -0.02 -0.10 -0.32
H -0.9621 1.2187 4.6621 -0.31 0.09 -0.14

89
Properties=species:S:1:pos:R:3:forces:R:3 method="wB97M-V/def2-TZVPD" homo_lumo_gap_ev="4.708 / 4.708" total_charge=-1 multiplicity=1
In -1.8634 1.2221 -1.0573 0.16 0.39 -0.56
C 2.9281 -0.5078 4.8163 0.01 0.03 0.00
C 1.9627 -1.4841 4.1237 -0.03 0.06 0.06
C 2.7858 -2.4664 3.2919 0.00 0.00 -0.05
C 1.1859 -2.2762 5.1881 -0.04 0.00 -0.02
C 0.9831 -0.6877 3.2676 -0.03 -0.02 -0.07
C 0.8523 -0.8527 1.9362 -0.06 0.03 0.00
C -0.1183 -0.0779 1.2015 0.05 -0.22 -0.53
N -0.3319 -0.1435 -0.0921 0.31 -0.02 0.51
C 0.3220 -0.8288 -1.0534 -0.09 0.01 -0.30
C 1.7019 -1.1639 -1.0416 -0.24 0.18 0.16
C 2.2495 -1.7984 -2.1079 -0.01 -0.12 -0.20
C 1.3826 -2.1437 -3.1881 0.17 -0.02 0.02
C 0.0618 -1.8158 -3.3002 -0.16 0.05 -0.11
C -0.5203 -1.0729 -2.2141 0.05 -0.04 0.20
O -1.7330 -0.6627 -2.1994 0.15 0.30 0.14
C -0.6646 -2.1748 -4.6144 -0.01 0.04 0.06
C -2.1537 -1.8046 -4.6577 0.01 0.00 0.05
C -0.5624 -3.6925 -4.8407 0.01 -0.01 0.00
C 0.0284 -1.4298 -5.7676 0.02 0.06 0.00
C 3.7405 -2.0829 -2.2453 -0.02 -0.03 -0.07
C 4.2740 -1.3580 -3.4927 0.00 0.02 0.01
C 3.9636 -3.5952 -2.3914 0.03 -0.03 0.00
C 4.5247 -1.5939 -1.0291 0.03 0.02 0.04
C -1.0924 0.7671 1.9186 0.10 0.12 0.17
O -2.0400 1.2788 1.3169 -0.23 -0.17 -0.26
C -0.8784 0.9724 3.3517 -0.03 0.09 0.24
C 0.1282 0.2844 3.9333 -0.03 -0.06 0.08
C -1.7815 1.9436 4.1147 -0.03 0.02 -0.12
C -1.3888 2.0316 5.5894 0.06 0.01 0.03
C -1.6576 3.3466 3.4928 0.02 -0.01 -0.01
C -3.2473 1.4746 4.0489 0.05 -0.08 0.01
H 3.6676 -1.0627 5.4020 -0.06 0.03 -0.03
H 3.4579 0.0963 4.0750 -0.01 -0.03 0.05
H 2.4051 0.1712 5.4950 0.05 -0.05 -0.06
H 3.4696 -3.0113 3.9478 -0.03 0.02 -0.05
H 2.1501 -3.1990 2.7866 0.04 0.05 0.03
H 3.3837 -1.9458 2.5382 -0.03 -0.05 0.03
H 1.8782 -2.8385 5.8224 -0.04 0.05 -0.05
H 0.5977 -1.6183 5.8328 0.04 -0.05 -0.03
H 0.5014 -2.9839 4.7126 0.03 0.03 0.04
H 1.4161 -1.5983 1.3944 -0.01 0.07 0.09
H 2.3086 -0.7889 -0.2281 -0.01 -0.06 -0.09
H 1.8344 -2.6582 -4.0310 -0.02 0.02 0.07
H -2.7210 -2.3027 -3.8700 0.02 0.04 -0.03
H -2.3114 -0.7323 -4.5577 0.02 -0.04 0.01
H -2.5528 -2.1265 -5.6254 0.03 0.01 0.05
H -1.0099 -4.2339 -4.0030 0.01 0.00 -0.05
H -1.1003 -3.9686 -5.7533 0.05 0.03 0.05
H 0.4729 -4.0275 -4.9474 -0.06 0.02 0.01
H 0.0161 -0.3528 -5.5814 0.00 -0.06 -0.03
H 1.0725 -1.7363 -5.8812 -0.06 0.01 0.00
H -0.4912 -1.6327 -6.7109 0.05 0.01 0.09
H 3.8206 -1.7454 -4.4092 0.04 0.03 0.08
H 4.0479 -0.2904 -3.4370 0.03 -0.05 -0.01
H 5.3583 -1.4860 -3.5715 -0.06 -0.01 0.00
H 3.4577 -3.9934 -3.2750 0.03 0.02 0.07
H 5.0325 -3.8153 -2.4882 -0.09 0.02 0.00
H 3.5803 -4.1247 -1.5143 0.03 0.01 -0.05
H 4.4342 -0.5109 -0.9066 0.01 -0.07 0.01
H 4.1847 -2.0805 -0.1086 0.02 0.04 -0.07
H 5.5837 -1.8314 -1.1620 -0.05 0.03 0.02
H 0.2895 0.4254 4.9952 0.02 -0.01 -0.07
H -0.3659 2.4015 5.7180 -0.08 -0.04 0.00
H -2.0598 2.7348 6.0875 0.04 -0.03 -0.01
H -1.4817 1.0639 6.0943 0.00 0.08 -0.01
H -0.6295 3.7135 3.5732 -0.07 -0.01 -0.01
H -1.9378 3.3487 2.4403 0.02 0.02 0.04
H -2.3124 4.0485 4.0187 0.05 -0.06 -0.02
H -3.3435 0.4539 4.4348 0.00 0.07 -0.01
H -3.8661 2.1318 4.6666 0.04 -0.03 -0.04
H -3.6298 1.4992 3.0316 0.00 0.00 0.01
Br -7.3745 5.4446 -0.4535 0.03 -0.02 0.01
C -5.6072 4.7701 -0.4547 0.19 -0.01 0.00
C -4.5564 5.5281 0.0450 0.03 -0.19 -0.06
Br -4.8676 7.2478 0.7696 0.02 -0.03 -0.01
C -3.2525 5.0063 0.0157 -0.05 -0.01 -0.06
Br -1.7689 5.9750 0.6767 -0.03 0.01 -0.01
C -2.9739 3.7499 -0.5193 0.38 -0.14 0.07
O -1.7499 3.2464 -0.5673 -0.77 0.31 0.10
C -4.0593 2.9659 -1.0171 -0.05 -0.32 -0.18
O -3.8033 1.7514 -1.5121 -0.16 0.28 0.45
C -5.3443 3.4925 -0.9752 0.05 -0.03 0.00
Br -6.7222 2.3863 -1.6499 0.00 0.03 0.01
F -1.2336 1.7982 -3.3279 0.26 0.11 0.12
B 0.1139 2.3144 -3.1720 0.19 0.11 0.21
F 1.0218 1.4498 -3.7939 -0.32 0.17 0.15
F 0.2129 3.6096 -3.6325 -0.06 -0.42 0.07
F 0.3160 2.2642 -1.7352 0.09 -0.49 -0.40

Asked for relative energy (zero: lowest compared OMol25 entry of this formula, charge and spin) across the records above, the calculation gives 510.04, 896.52, 494.11, 0.00, 76.12, 33.82 kJ/mol in order.